[1]
C3H9OPS2 as an isolated structure at a distorted geometry. Source: OMol25; level of theory: wB97M-V/def2-TZVPD.

Structure (XYZ):
```
16
C3H9OPS2, DFT wB97M-V/def2-TZVPD
H -2.318 0.819 1.361
O 3.244 0.395 0.330
H 2.502 -0.520 -1.437
C 3.073 -0.571 -0.500
H -0.458 -0.416 -2.073
P -0.194 0.204 0.216
H -1.034 0.764 2.348
H 2.462 1.136 0.246
C -1.484 0.287 1.590
C -1.270 0.001 -1.342
H -2.067 -0.836 -1.437
S 0.955 -1.478 0.402
H -1.905 -0.716 1.989
S 0.932 1.813 0.180
H 3.813 -1.376 -0.527
H -1.790 0.974 -1.759
```

Computed properties:
Frontier orbital gap, eV: 8.827
M, g mol⁻¹: 156.2
HOMO energy, Ha: -0.3231

Need the Mulliken charges? In units of e they are: 0.42, -0.41, 0.30, -0.27, 0.22, 0.77, 0.38, 0.38, -1.15, -0.92, 0.32, -0.40, 0.30, -0.57, 0.33, 0.30

=====

[2]
A 2-piece molecular cluster, C3H9OS overall at a distorted geometry. Source: OMol25; level of theory: wB97M-V/def2-TZVPD.

Structure (XYZ):
```
14
C3H9OS, DFT wB97M-V/def2-TZVPD
C -2.281 0.827 -1.318
H 1.504 -1.494 1.963
H 1.095 0.008 0.622
S -0.910 -1.061 0.154
O 1.703 0.356 1.316
H -2.567 1.197 -2.321
C 2.364 -0.835 1.731
H 2.988 -0.630 2.595
H -0.438 -0.079 -2.051
H -0.116 1.099 -0.723
H -2.534 1.598 -0.619
H -2.942 -0.021 -1.152
H 2.959 -1.333 0.928
C -0.825 0.369 -1.125
```

Computed properties:
Net charge: -1
Frontier orbital gap, eV: 6.727
M, g mol⁻¹: 93.2
HOMO energy, Ha: -0.0948

Need the Mulliken charges? In units of e they are: -1.05, 0.21, 0.21, -0.73, -0.46, 0.30, -0.49, 0.22, 0.18, 0.27, 0.26, 0.27, 0.20, -0.40

=====

[3]
A 2-piece molecular cluster, C3H9S2 overall at a distorted geometry. Source: OMol25; level of theory: wB97M-V/def2-TZVPD.

Structure (XYZ):
```
14
C3H9S2, DFT wB97M-V/def2-TZVPD
S 1.354 -1.467 -0.154
C 0.672 2.061 1.314
H -0.243 2.519 1.673
H -0.878 0.332 -0.899
H 0.986 -0.601 0.923
S 1.132 0.722 2.484
H -0.438 -2.716 -1.169
H -0.309 -0.440 -2.310
H -0.967 -1.868 0.280
H 1.490 2.786 1.373
C -0.393 -1.752 -0.639
C -0.946 -0.613 -1.461
H 0.541 1.800 0.267
H -2.001 -0.764 -1.683
```

Computed properties:
Net charge: -1
Frontier orbital gap, eV: 6.350
M, g mol⁻¹: 109.2
HOMO energy, Ha: -0.0997

Need the Mulliken charges? In units of e they are: -0.29, -0.66, 0.17, 0.16, -0.02, -0.63, 0.30, 0.28, 0.29, 0.21, -0.49, -0.84, 0.19, 0.34

=====

[4]
C3HBr3O2 as an isolated structure at a distorted geometry. Source: OMol25; level of theory: wB97M-V/def2-TZVPD.

Structure (XYZ):
```
9
C3HBr3O2, DFT wB97M-V/def2-TZVPD
C -3.675 0.386 -0.056
C -1.610 -0.736 -0.437
Br -1.982 -2.477 -1.062
C 0.575 -1.174 0.342
O 0.687 -2.335 0.133
O -0.545 -0.481 0.231
H 1.335 -0.695 0.868
Br -4.615 -1.144 0.333
Br -4.150 1.336 -1.603
```

Computed properties:
Frontier orbital gap, eV: 6.491
M, g mol⁻¹: 308.8
HOMO energy, Ha: -0.2932

Need the Mulliken charges? In units of e they are: -0.02, 0.07, -0.02, 0.13, -0.36, -0.18, 0.42, -0.02, -0.04

=====

[5]
C3HBrCl2 as an isolated structure at a distorted geometry. Source: OMol25; level of theory: wB97M-V/def2-TZVPD.

Structure (XYZ):
```
7
C3HBrCl2, DFT wB97M-V/def2-TZVPD
Br 3.915 -1.332 -0.613
C 4.329 -0.843 1.154
C 1.341 1.827 0.654
H 1.921 1.327 1.416
Cl 0.558 3.173 -1.738
Cl 4.438 0.784 1.418
C 1.033 2.374 -0.354
```

Computed properties:
Frontier orbital gap, eV: 8.142
M, g mol⁻¹: 187.9
HOMO energy, Ha: -0.3447

Need the Mulliken charges? In units of e they are: -0.01, 0.01, -0.19, 0.20, -0.14, 0.00, 0.13

=====

[6]
A 2-piece molecular cluster, C3HBrClO3 overall at a distorted geometry. Source: OMol25; level of theory: wB97M-V/def2-TZVPD.

Structure (XYZ):
```
9
C3HBrClO3, DFT wB97M-V/def2-TZVPD
Cl 1.396 -2.190 0.258
O -1.554 0.960 1.153
C -0.678 0.937 0.369
O 1.297 2.034 0.948
H -0.155 -1.724 -1.482
O 0.761 2.183 -1.232
Br -1.681 -2.532 0.391
C -0.132 -1.555 -0.316
C 0.746 1.888 -0.090
```

Computed properties:
Net charge: -1
Frontier orbital gap (spin up / spin down), eV: 6.837 / 6.836
M, g mol⁻¹: 200.4
HOMO energy (spin up / spin down), Ha: -0.1261 / -0.1260

Need the Mulliken charges? In units of e they are: -0.22, -0.32, 0.39, -0.51, 0.20, -0.54, -0.25, -0.43, 0.68